# 1
{
  "formula": "C36H90NNbO25P5",
  "method": "ωB97M-V/def2-TZVPD",
  "elements": ["C", "C", "O", "C", "O", "C", "C", "C", "Nb", "C", "C", "C", "C", "C", "C", "C", "C", "O", "C", "C", "O", "C", "N", "C", "C", "C", "C", "O", "H", "H", "H", "H", "H", "H", "H", "H", "H", "H", "H", "H", "H", "H", "H", "H", "H", "H", "H", "H", "H", "H", "H", "H", "H", "H", "H", "H", "H", "H", "H", "H", "H", "H", "H", "H", "H", "H", "H", "H", "H", "H", "H", "H", "H", "C", "O", "P", "O", "O", "C", "O", "C", "H", "H", "H", "H", "H", "H", "H", "H", "H", "C", "O", "P", "O", "O", "C", "O", "C", "H", "H", "H", "H", "H", "H", "H", "H", "H", "C", "O", "P", "O", "O", "C", "O", "C", "H", "H", "H", "H", "H", "H", "H", "H", "H", "C", "O", "P", "O", "O", "C", "O", "C", "H", "H", "H", "H", "H", "H", "H", "H", "H", "C", "O", "P", "O", "O", "C", "O", "C", "H", "H", "H", "H", "H", "H", "H", "H", "H"],
  "xyz": [[-0.389, 2.392, 2.478], [-1.618, 3.191, 2.866], [-2.805, 2.578, 2.379], [-3.341, 1.595, 3.143], [-3.190, 1.586, 4.359], [-4.047, 0.584, 2.319], [-5.029, 1.098, 1.264], [-5.313, -0.036, 0.250], [-4.084, 0.144, -1.647], [-2.554, 0.795, -3.206], [-1.712, 2.064, -2.997], [-0.602, 1.934, -1.939], [0.844, 2.049, -2.449], [1.590, 0.701, -2.535], [2.782, 0.639, -1.584], [3.418, -0.739, -1.458], [2.496, -1.767, -0.808], [2.457, -2.966, -1.623], [2.292, -4.113, -0.906], [0.886, -4.625, -0.873], [3.256, -4.650, -0.384], [-5.058, 2.171, -2.067], [-6.428, 2.384, -1.582], [-7.477, 1.725, -2.342], [-3.416, -2.043, -1.575], [-4.322, -3.188, -2.011], [-4.911, -3.951, -0.829], [-3.549, -4.088, -2.856], [-0.424, 1.379, 2.878], [-0.266, 2.378, 1.397], [0.480, 2.888, 2.917], [-1.547, 4.177, 2.403], [-1.654, 3.357, 3.941], [-4.536, -0.112, 3.009], [-3.260, 0.058, 1.765], [-5.949, 1.431, 1.752], [-4.575, 1.955, 0.774], [-5.040, -0.984, 0.725], [-6.377, -0.083, 0.008], [-5.351, -0.479, -2.850], [-2.792, 0.732, -0.442], [-3.136, 0.920, -4.127], [-1.866, -0.042, -3.372], [-2.371, 2.893, -2.731], [-1.233, 2.360, -3.941], [-0.770, 2.685, -1.162], [-0.725, 0.973, -1.434], [1.402, 2.702, -1.772], [0.863, 2.547, -3.421], [1.933, 0.504, -3.552], [0.883, -0.089, -2.276], [2.475, 0.995, -0.595], [3.544, 1.343, -1.935], [3.699, -1.134, -2.436], [4.331, -0.658, -0.864], [1.485, -1.368, -0.718], [2.863, -2.059, 0.177], [0.171, -3.827, -1.049], [0.700, -5.098, 0.089], [0.760, -5.366, -1.664], [-4.947, 2.479, -3.118], [-4.396, 2.814, -1.470], [-6.632, 3.370, -1.513], [-7.050, 1.163, -3.173], [-8.191, 2.447, -2.748], [-8.045, 1.015, -1.733], [-2.526, -2.085, -2.212], [-3.076, -2.223, -0.548], [-5.144, -2.820, -2.626], [-4.209, -4.729, -0.516], [-5.859, -4.431, -1.085], [-5.082, -3.295, 0.024], [-3.920, -4.970, -2.776], [-4.193, 8.534, 6.885], [-3.448, 7.339, 6.614], [-2.630, 7.211, 5.258], [-3.010, 8.186, 4.232], [-2.767, 5.684, 4.909], [-4.092, 5.129, 4.786], [-1.112, 7.270, 5.697], [-0.201, 8.143, 5.012], [-5.166, 8.487, 6.398], [-4.323, 8.580, 7.963], [-3.665, 9.419, 6.537], [-4.692, 5.722, 4.096], [-4.567, 5.095, 5.766], [-3.979, 4.121, 4.399], [-0.267, 9.150, 5.421], [-0.413, 8.172, 3.946], [0.794, 7.743, 5.184], [3.578, -4.497, -4.015], [4.478, -5.055, -5.000], [3.938, -5.505, -6.420], [2.492, -5.721, -6.487], [4.860, -6.749, -6.745], [4.893, -7.831, -5.806], [4.522, -4.446, -7.431], [3.669, -3.809, -8.401], [3.074, -5.303, -3.485], [4.187, -3.930, -3.320], [2.838, -3.847, -4.475], [3.885, -8.186, -5.591], [5.382, -7.518, -4.885], [5.465, -8.627, -6.275], [3.159, -2.962, -7.947], [2.935, -4.510, -8.791], [4.322, -3.461, -9.196], [-8.769, 0.196, 8.173], [-7.843, -0.639, 7.466], [-6.517, -1.138, 8.184], [-6.179, -0.394, 9.403], [-5.469, -1.157, 7.016], [-5.220, 0.064, 6.281], [-6.739, -2.689, 8.405], [-6.485, -3.274, 9.688], [-8.449, 1.236, 8.120], [-9.730, 0.081, 7.679], [-8.851, -0.097, 9.218], [-4.963, 0.872, 6.964], [-6.101, 0.328, 5.698], [-4.381, -0.118, 5.620], [-7.351, -3.149, 10.338], [-5.614, -2.825, 10.159], [-6.311, -4.333, 9.514], [4.024, 1.740, 3.783], [5.049, 1.233, 2.908], [5.974, 0.036, 3.394], [5.934, -0.225, 4.835], [7.380, 0.417, 2.781], [7.943, 1.692, 3.111], [5.563, -1.165, 2.463], [5.215, -2.447, 3.015], [4.438, 2.520, 4.419], [3.249, 2.157, 3.147], [3.606, 0.952, 4.405], [7.983, 1.829, 4.193], [7.360, 2.491, 2.655], [8.951, 1.697, 2.708], [4.174, -2.436, 3.334], [5.853, -2.701, 3.858], [5.338, -3.177, 2.220], [9.776, 0.474, -6.387], [8.580, 0.160, -7.114], [8.241, -1.358, -7.450], [9.392, -2.261, -7.361], [7.542, -1.231, -8.864], [8.263, -0.601, -9.928], [7.008, -1.713, -6.547], [6.982, -2.930, -5.770], [10.627, 0.518, -7.065], [9.614, 1.448, -5.933], [9.977, -0.265, -5.614], [9.240, -1.067, -10.062], [8.381, 0.463, -9.728], [7.670, -0.742, -10.827], [7.512, -2.779, -4.831], [7.431, -3.753, -6.322], [5.941, -3.149, -5.573]],
  "e_homo_ev": -4.634,
  "molar_mass_g_mol": 1184.87,
  "energy_ev": -139471.0406,
  "charge": -1,
  "lumo_ev": 1.9
}

# 2
{
  "formula": "C3H7ClS2",
  "method": "ωB97M-V/def2-TZVPD",
  "elements": ["C", "C", "C", "H", "H", "H", "H", "H", "H", "H", "S", "S", "Cl"],
  "xyz": [[-1.127, -0.001, 0.521], [0.385, 0.469, 0.372], [1.601, -0.488, 0.469], [-2.175, -0.648, -1.952], [-1.680, -0.267, 1.775], [-1.899, 1.165, 0.040], [0.449, 1.050, 1.288], [0.102, 0.648, -1.983], [1.208, -1.086, 1.306], [2.388, 0.396, 0.570], [-1.564, -1.410, -0.690], [0.446, 1.696, -0.965], [1.867, -1.524, -0.750]],
  "e_homo_ev": -9.070,
  "molar_mass_g_mol": 142.68,
  "energy_ev": -37412.8426,
  "lumo_ev": 0.2
}

# 3
{
  "formula": "C32H44Ge3KN3O",
  "method": "ωB97M-V/def2-TZVPD",
  "elements": ["K", "C", "C", "Ge", "C", "C", "C", "C", "Ge", "C", "C", "C", "C", "C", "C", "C", "C", "C", "C", "H", "H", "H", "H", "H", "H", "H", "H", "H", "H", "H", "H", "H", "H", "H", "H", "H", "H", "H", "H", "H", "H", "H", "H", "H", "H", "Ge", "C", "C", "C", "C", "C", "C", "C", "C", "C", "C", "C", "C", "H", "H", "H", "H", "H", "H", "H", "H", "H", "H", "H", "C", "N", "C", "C", "O", "N", "C", "N", "H", "H", "H", "H", "H", "H", "H"],
  "xyz": [[-2.874, 0.135, -3.330], [-4.182, 3.196, -1.906], [-5.169, 2.038, -2.122], [-4.852, 0.597, -0.756], [-5.667, 1.519, 0.781], [-5.418, 0.931, 2.164], [-1.457, -0.059, 0.024], [-1.444, 0.714, 0.959], [0.796, -1.209, 0.587], [2.086, 0.378, 0.710], [1.904, 1.588, 1.623], [0.592, -1.555, 2.534], [-0.705, -2.272, 2.905], [-1.567, 1.741, 1.955], [-1.940, 3.024, 1.545], [-2.102, 4.029, 2.484], [-1.891, 3.763, 3.830], [-1.518, 2.489, 4.241], [-1.357, 1.477, 3.310], [-4.234, 3.935, -2.706], [-3.136, 2.857, -1.855], [-4.379, 3.718, -0.970], [-5.100, 1.678, -3.156], [-6.199, 2.384, -2.007], [-6.738, 1.504, 0.524], [-5.391, 2.578, 0.736], [-5.693, -0.124, 2.210], [-5.994, 1.450, 2.931], [-4.364, 1.008, 2.442], [-1.631, -0.763, -0.770], [2.180, 0.837, -0.311], [3.040, -0.116, 0.945], [1.011, 2.150, 1.358], [2.759, 2.267, 1.578], [1.795, 1.269, 2.660], [0.790, -0.693, 3.168], [1.437, -2.241, 2.698], [-1.577, -1.627, 2.782], [-0.697, -2.624, 3.937], [-0.864, -3.146, 2.267], [-2.095, 3.231, 0.494], [-2.392, 5.022, 2.167], [-2.019, 4.549, 4.562], [-1.358, 2.285, 5.291], [-1.080, 0.485, 3.630], [3.693, 0.352, -1.484], [4.469, -1.324, -1.038], [4.254, -2.401, -1.900], [4.869, -3.620, -1.665], [5.689, -3.778, -0.557], [5.902, -2.715, 0.316], [5.302, -1.493, 0.074], [4.519, 2.032, -1.136], [4.361, 3.074, -2.052], [4.995, 4.289, -1.848], [5.780, 4.476, -0.719], [5.936, 3.450, 0.207], [5.314, 2.232, -0.003], [2.652, 0.310, -2.596], [3.607, -2.292, -2.763], [4.711, -4.446, -2.346], [6.169, -4.729, -0.370], [6.545, -2.842, 1.177], [5.492, -0.678, 0.759], [3.746, 2.943, -2.935], [4.878, 5.088, -2.567], [6.275, 5.424, -0.556], [6.546, 3.602, 1.087], [5.450, 1.446, 0.727], [-2.159, -5.940, -2.107], [-2.024, -4.517, -2.360], [-1.371, -3.930, -3.517], [-1.611, -2.456, -3.249], [-1.221, -1.545, -3.975], [-2.338, -2.282, -2.110], [-2.570, -3.528, -1.648], [-3.287, -3.721, -0.545], [-1.316, -6.459, -2.557], [-3.083, -6.342, -2.524], [-2.121, -6.139, -1.036], [-1.840, -4.234, -4.455], [-0.305, -4.158, -3.560], [-3.690, -2.910, -0.104], [-3.524, -4.634, -0.202]],
  "e_homo_ev": -12.489,
  "molar_mass_g_mol": 743.65,
  "energy_ev": -226271.9429,
  "charge": 2,
  "lumo_ev": -5.5
}

# 4
{
  "formula": "C17H23N3S",
  "method": "ωB97M-V/def2-TZVPD",
  "elements": ["C", "C", "S", "C", "N", "C", "N", "C", "C", "C", "C", "C", "C", "C", "C", "C", "N", "C", "C", "C", "C", "H", "H", "H", "H", "H", "H", "H", "H", "H", "H", "H", "H", "H", "H", "H", "H", "H", "H", "H", "H", "H", "H", "H"],
  "xyz": [[3.705, 0.596, 2.130], [3.859, 0.462, 0.628], [3.134, 1.895, -0.239], [1.459, 1.392, -0.420], [1.136, 0.150, -0.137], [-0.116, -0.285, -0.325], [-0.357, -1.589, 0.007], [0.765, -2.451, 0.310], [1.182, -2.368, 1.788], [-0.030, -1.983, 2.641], [-1.283, -2.620, 2.050], [-1.581, -1.986, 0.680], [-1.097, 0.550, -0.901], [-0.773, 1.879, -1.132], [0.525, 2.339, -0.872], [0.891, 3.679, -1.083], [1.175, 4.779, -1.252], [-1.845, 2.772, -1.667], [-2.503, 2.174, -2.921], [-2.556, 0.641, -2.871], [-2.425, 0.102, -1.440], [2.652, 0.649, 2.398], [4.152, -0.262, 2.631], [4.195, 1.500, 2.483], [4.908, 0.449, 0.335], [3.350, -0.418, 0.242], [0.451, -3.470, 0.063], [1.592, -2.176, -0.343], [1.967, -1.626, 1.914], [1.574, -3.336, 2.103], [0.115, -2.304, 3.673], [-0.152, -0.897, 2.642], [-2.142, -2.471, 2.705], [-1.125, -3.695, 1.949], [-2.134, -2.703, 0.058], [-2.200, -1.101, 0.825], [-1.448, 3.765, -1.884], [-2.605, 2.882, -0.886], [-3.510, 2.585, -3.012], [-1.943, 2.486, -3.802], [-1.734, 0.226, -3.457], [-3.488, 0.283, -3.311], [-3.248, 0.489, -0.831], [-2.491, -0.983, -1.467]],
  "e_homo_ev": -7.846,
  "molar_mass_g_mol": 301.46,
  "energy_ev": -33308.4870,
  "smiles": "CCSc1nc(N2CCCCC2)c2c(c1C#N)CCCC2",
  "lumo_ev": 0.7
}

# 5
{
  "formula": "C5H12O",
  "method": "ωB97M-V/def2-TZVPD",
  "elements": ["C", "C", "C", "O", "C", "C", "H", "H", "H", "H", "H", "H", "H", "H", "H", "H", "H", "H"],
  "xyz": [[-1.611, -2.071, -1.338], [-1.490, -0.715, -0.646], [-0.044, -0.274, -0.496], [-0.013, 0.935, 0.226], [1.282, 1.470, 0.429], [1.564, 1.608, 1.917], [-2.660, -2.355, -1.466], [-1.123, -2.858, -0.751], [-1.147, -2.059, -2.331], [-1.944, -0.755, 0.352], [-2.033, 0.054, -1.208], [0.537, -1.053, 0.029], [0.413, -0.145, -1.492], [1.332, 2.454, -0.061], [2.042, 0.832, -0.045], [2.524, 2.108, 2.087], [1.594, 0.625, 2.400], [0.777, 2.200, 2.394]],
  "e_homo_ev": -9.612,
  "molar_mass_g_mol": 88.15,
  "energy_ev": -7426.6964,
  "smiles": "CCCOCC",
  "lumo_ev": 1.2
}

# 6
{
  "formula": "C5H5NO",
  "method": "ωB97M-V/def2-TZVPD",
  "elements": ["O", "C", "C", "C", "C", "C", "N", "H", "H", "H", "H", "H"],
  "xyz": [[-0.579, 2.705, -0.225], [-0.699, 1.899, 0.597], [0.710, 0.306, 0.386], [0.494, -1.156, 0.635], [0.267, -0.589, -0.745], [-1.104, -0.431, -1.183], [-2.211, -0.257, -1.473], [-0.551, 1.032, 1.264], [1.738, 0.660, 0.350], [-0.381, -1.497, 1.188], [1.353, -1.815, 0.742], [0.963, -0.859, -1.535]],
  "e_homo_ev": [-8.621, -8.621],
  "molar_mass_g_mol": 95.10,
  "energy_ev": -8798.2793,
  "lumo_ev": [0.3, 0.3]
}

# 7
{
  "formula": "C3H11N3O2",
  "method": "ωB97M-V/def2-TZVPD",
  "elements": ["N", "C", "N", "C", "C", "N", "O", "H", "H", "H", "H", "H", "H", "H", "H", "H", "O", "H", "H"],
  "xyz": [[0.217, -1.079, -2.291], [-0.900, -0.263, -1.816], [-0.686, 0.300, -0.479], [0.601, 0.969, -0.311], [0.510, 1.826, 0.947], [0.547, 1.211, 2.180], [0.376, 3.034, 0.870], [0.349, -1.053, -3.302], [0.014, -2.041, -2.040], [-1.837, -0.842, -1.720], [-1.276, 0.510, -2.485], [-0.832, -0.380, 0.247], [0.805, 1.675, -1.105], [1.426, 0.263, -0.177], [0.189, 1.768, 2.949], [0.177, 0.276, 2.233], [-0.185, -1.856, 1.908], [0.062, -1.794, 2.839], [0.443, -2.523, 1.552]],
  "e_homo_ev": -8.711,
  "molar_mass_g_mol": 121.14,
  "energy_ev": -11854.7286,
  "smiles": "NCNCC(N)=O.O",
  "lumo_ev": 0.3
}

# 8
{
  "formula": "C37H28AuN2P2S2Te",
  "method": "ωB97M-V/def2-TZVPD",
  "elements": ["Au", "S", "C", "N", "C", "C", "C", "C", "C", "C", "S", "H", "H", "H", "H", "Te", "C", "C", "C", "N", "C", "C", "C", "P", "C", "C", "C", "C", "C", "C", "C", "C", "C", "C", "C", "C", "P", "C", "C", "C", "C", "C", "C", "C", "C", "C", "C", "C", "C", "H", "H", "H", "H", "H", "H", "H", "H", "H", "H", "H", "H", "H", "H", "H", "H", "H", "H", "H", "H", "H", "H", "H", "H"],
  "xyz": [[-0.913, -0.039, -0.272], [0.441, -1.851, -1.579], [-1.207, -2.362, -1.687], [-2.086, -1.564, -1.135], [-3.387, -2.046, -1.230], [-4.539, -1.438, -0.743], [-5.746, -2.075, -0.949], [-5.813, -3.295, -1.628], [-4.673, -3.905, -2.115], [-3.456, -3.266, -1.906], [-1.860, -3.781, -2.394], [-4.478, -0.492, -0.220], [-6.657, -1.622, -0.580], [-6.773, -3.771, -1.776], [-4.726, -4.849, -2.640], [-1.606, 1.276, 3.204], [-1.485, 3.095, 4.267], [-1.676, 3.064, 5.641], [-1.559, 4.252, 6.351], [-1.259, 5.419, 5.788], [-1.088, 5.434, 4.467], [-1.201, 4.309, 3.661], [0.401, 1.178, 2.499], [1.190, -0.055, 3.439], [1.415, 0.620, 5.099], [1.436, -0.260, 6.181], [1.634, 0.226, 7.464], [1.801, 1.589, 7.673], [1.776, 2.469, 6.599], [1.586, 1.987, 5.312], [2.814, -0.561, 2.837], [3.989, -0.252, 3.519], [5.209, -0.680, 3.017], [5.261, -1.413, 1.839], [4.089, -1.744, 1.169], [2.869, -1.334, 1.676], [0.479, 1.471, 0.749], [-0.093, 3.166, 0.439], [-1.434, 3.421, 0.157], [-1.873, 4.722, -0.036], [-0.973, 5.776, 0.041], [0.368, 5.527, 0.302], [0.809, 4.228, 0.499], [2.179, 1.447, 0.158], [3.213, 1.929, 0.960], [4.510, 1.947, 0.476], [4.779, 1.491, -0.809], [3.750, 1.025, -1.615], [2.449, 1.003, -1.133], [-1.883, 2.139, 6.164], [-1.700, 4.259, 7.426], [-0.854, 6.396, 4.025], [-1.061, 4.396, 2.593], [1.293, -1.322, 6.019], [1.651, -0.459, 8.303], [1.948, 1.967, 8.676], [1.899, 3.532, 6.762], [1.559, 2.671, 4.473], [3.952, 0.325, 4.435], [6.122, -0.439, 3.546], [6.216, -1.742, 1.450], [4.127, -2.333, 0.261], [1.951, -1.617, 1.170], [-2.142, 2.605, 0.099], [-2.917, 4.913, -0.249], [-1.315, 6.791, -0.111], [1.074, 6.346, 0.348], [1.858, 4.046, 0.692], [3.004, 2.276, 1.965], [5.314, 2.310, 1.103], [5.794, 1.503, -1.184], [3.958, 0.677, -2.618], [1.647, 0.637, -1.763]],
  "e_homo_ev": [-10.087, -10.699],
  "molar_mass_g_mol": 951.29,
  "multiplicity": 3,
  "energy_ev": -93030.7642,
  "charge": 1,
  "s_squared": 2.018,
  "lumo_ev": [-2.5, -5.5]
}

Number 1: maximum force 1.6 eV/A. Number 2: maximum force 5.8 eV/A. Number 3: maximum force 0.6 eV/A. Number 4: maximum force 1.2 eV/A. Number 5: maximum force 0.3 eV/A. Number 6: maximum force 1.2 eV/A. Number 7: maximum force 1.7 eV/A. Number 8: maximum force 0.2 eV/A.